# 1
{
  "formula": "C3H11NO4",
  "method": "ωB97M-V with the def2-TZVPD basis set",
  "gap_ev": 3.90,
  "total_energy_ev": -12960.1019,
  "total_charge": 0,
  "e_above_lowest_ev": 10.958,
  "lumo_ev": -4.9,
  "species": ["O", "C", "C", "N", "C", "O", "H", "H", "H", "H", "H", "H", "H", "H", "H", "O", "H", "H", "O"],
  "coordinates": [[-1.02578, -1.03176, -0.78568], [-0.40926, 0.06300, -0.14530], [0.71276, -0.06149, 0.60408], [1.49584, -1.20752, 0.64102], [2.91076, -0.71742, 0.33470], [3.10959, 0.28206, -0.50793], [-0.75393, 1.02043, -0.52808], [1.59474, 2.04241, -3.13551], [1.18080, 0.78481, 1.08098], [1.21727, -1.90694, -0.07013], [3.43058, -1.70166, 0.21728], [3.06911, -0.24934, 1.38514], [1.75473, 2.42245, -3.85887], [-2.02041, -0.95774, -0.71502], [-4.53226, -0.84137, 0.54762], [-3.58247, -0.57138, 0.25376], [-2.92228, 1.14350, 2.27186], [-2.85102, 0.30524, 0.96785], [-2.37876, 1.18273, 1.44223]],
  "atomic_forces_ev_per_a": [[2.45, 2.59, 2.68], [-4.47, -2.40, -3.67], [2.81, -3.20, 1.10], [-2.11, 3.48, -2.68], [1.45, 1.10, 1.06], [-0.78, -1.76, 0.89], [-0.20, 0.07, 0.80], [0.52, 1.14, -2.19], [-0.22, 0.29, -0.11], [-0.49, -0.16, 1.06], [0.12, 0.81, -0.07], [0.88, -0.89, -0.41], [-0.51, -1.15, 2.19], [-0.88, 0.35, 0.18], [2.85, 0.71, -0.88], [-1.48, -0.95, 0.23], [1.10, 0.34, -0.74], [-0.43, 0.68, -0.10], [-0.61, -1.05, 0.66]],
  "nbo_charge": [-0.639, 0.351, 0.081, -0.418, 0.058, -0.606, 0.241, -0.003, 0.248, 0.418, 0.197, 0.199, 0.002, 0.574, 0.472, -1.153, 0.464, 0.491, -0.976]
}


# 2
{
  "formula": "C3H11NO5",
  "method": "ωB97M-V with the def2-TZVPD basis set",
  "gap_ev": 10.98,
  "total_energy_ev": -15015.0985,
  "smiles": "CC(=O)NC=O.O.O.O",
  "total_charge": 0,
  "e_above_lowest_ev": 2.997,
  "lumo_ev": 0.4,
  "species": ["C", "C", "O", "N", "C", "O", "H", "H", "H", "H", "H", "O", "H", "H", "O", "H", "H", "O", "H", "H"],
  "coordinates": [[-1.68400, -0.17260, 0.48363], [-0.78938, -0.34753, -0.59643], [-1.20566, -0.72136, -1.66946], [0.59254, -0.28844, -0.09808], [1.18606, 0.14003, 1.24807], [2.22441, 0.70752, 1.21949], [-1.45475, 0.48902, 1.31132], [-2.74252, 0.02668, 0.11566], [-1.82291, -1.15974, 0.98915], [1.41043, -0.51916, -0.77050], [0.71782, -0.20020, 2.16654], [0.69448, -3.91267, 0.01003], [0.16930, -3.69024, -0.69999], [1.31831, -3.09370, 0.16840], [-0.88420, 1.64941, -2.91161], [-0.61078, 2.40776, -3.21983], [-0.54300, 0.82672, -3.11047], [0.85785, 2.53388, 2.02099], [1.81609, 2.54104, 2.19156], [0.74990, 2.78358, 1.15152]],
  "atomic_forces_ev_per_a": [[-4.43, -0.20, 2.59], [2.48, -1.13, 0.30], [1.74, 0.24, -0.06], [1.33, -0.32, -0.98], [-0.75, -0.99, -2.86], [1.08, -0.74, -0.19], [0.33, 0.43, -0.24], [1.46, 0.08, 0.33], [0.35, 0.38, -0.44], [-2.08, 0.91, 1.28], [-0.66, 0.03, -0.08], [3.80, 1.60, 3.14], [-1.81, 0.93, -2.55], [-2.04, -2.50, -0.60], [-4.50, -3.16, 4.24], [2.94, 5.32, -3.11], [1.53, -1.95, -1.15], [0.16, 0.15, 3.56], [-0.65, -0.06, -0.20], [-0.27, 0.97, -2.98]],
  "nbo_charge": [-0.749, 0.711, -0.577, -0.757, 0.587, -0.546, 0.235, 0.257, 0.257, 0.412, 0.158, -0.934, 0.467, 0.468, -0.963, 0.468, 0.495, -0.939, 0.485, 0.465]
}


# 3
{
  "formula": "C3H11NOS",
  "method": "ωB97M-V with the def2-TZVPD basis set",
  "gap_ev": 8.22,
  "total_energy_ev": -17659.3805,
  "total_charge": 0,
  "e_above_lowest_ev": 3.041,
  "lumo_ev": -0.9,
  "species": ["C", "N", "C", "C", "S", "H", "H", "H", "H", "H", "H", "H", "H", "H", "H", "H", "O"],
  "coordinates": [[1.96261, 0.36699, 0.72179], [0.62330, 0.39839, 0.16983], [-0.05585, -0.91210, -0.12731], [-1.30578, -0.68525, -1.00080], [-1.97286, -2.37043, -1.37376], [2.33563, 1.41055, 0.80494], [1.93972, -0.08967, 1.70867], [2.67253, -0.29778, 0.24667], [0.76232, 0.81472, -0.77158], [-0.33914, -1.32355, 0.84752], [0.70494, -1.59474, -0.49546], [-0.99071, -0.22663, -1.92771], [-2.08028, -0.11253, -0.46631], [-0.54255, -2.31415, -2.65567], [-1.08161, 1.75384, 0.92834], [-1.73849, 2.81282, 1.71785], [-0.89377, 2.36954, 1.67300]],
  "atomic_forces_ev_per_a": [[-0.13, -0.07, 1.21], [-0.64, 0.09, -2.34], [0.71, 1.51, 1.64], [0.72, -1.09, 1.04], [3.34, 0.88, -3.23], [-0.10, -0.82, -0.07], [-0.26, 0.40, 0.49], [0.35, 0.03, -0.97], [-0.36, -0.06, 0.77], [-0.22, -0.04, -0.14], [-0.28, -0.42, -0.80], [-0.45, 0.35, -0.12], [0.40, -0.11, -0.26], [-3.18, -0.80, 2.58], [1.03, 0.22, 0.70], [-0.33, 0.59, 0.46], [-0.60, -0.64, -0.96]],
  "nbo_charge": [-0.416, -0.628, -0.240, -0.523, -0.016, 0.214, 0.192, 0.164, 0.334, 0.196, 0.179, 0.212, 0.221, 0.117, 0.476, 0.453, -0.934]
}


# 4
{
  "formula": "C3H11NOS",
  "method": "ωB97M-V with the def2-TZVPD basis set",
  "gap_ev": 9.67,
  "total_energy_ev": -17661.9664,
  "smiles": "NCCCS.O",
  "total_charge": 0,
  "e_above_lowest_ev": 0.455,
  "lumo_ev": 0.6,
  "species": ["N", "C", "C", "C", "S", "H", "H", "H", "H", "H", "H", "H", "H", "H", "O", "H", "H"],
  "coordinates": [[0.21015, -1.15021, 2.36529], [-0.48245, -1.11078, 1.07873], [-0.27018, 0.23486, 0.36427], [-1.13316, 0.38304, -0.87318], [-0.92749, 2.00508, -1.69085], [0.90023, -1.88969, 2.40157], [0.75869, -0.30233, 2.47800], [-1.55156, -1.23628, 1.23714], [-0.18992, -1.92968, 0.41871], [0.79671, 0.31403, 0.11250], [-0.46972, 1.00476, 1.10375], [-0.77394, -0.32836, -1.61569], [-2.18249, 0.20933, -0.64334], [-0.29470, 2.61046, -0.69764], [2.71192, -2.04393, 0.32263], [3.52940, -1.61489, 0.61380], [2.32641, -1.44779, -0.32832]],
  "atomic_forces_ev_per_a": [[0.36, 0.15, 0.07], [-0.10, 0.29, -0.28], [0.30, -0.70, 0.33], [0.56, 0.21, -0.08], [-0.25, -0.14, -0.27], [-0.13, -0.13, -0.15], [-0.16, -0.03, 0.07], [-0.24, -0.02, 0.11], [0.20, -0.07, 0.04], [-0.17, 0.13, -0.10], [-0.19, 0.36, 0.01], [-0.34, -0.21, 0.00], [0.01, 0.00, -0.07], [0.13, 0.19, 0.33], [0.20, 0.10, 0.10], [-0.27, -0.11, -0.15], [0.09, -0.01, 0.04]],
  "nbo_charge": [-0.832, -0.209, -0.413, -0.504, -0.047, 0.371, 0.345, 0.173, 0.180, 0.188, 0.202, 0.214, 0.217, 0.115, -0.941, 0.473, 0.470]
}


# 5
{
  "formula": "C3H11NOS",
  "method": "ωB97M-V with the def2-TZVPD basis set",
  "gap_ev": 7.90,
  "total_energy_ev": -17658.7515,
  "total_charge": 0,
  "e_above_lowest_ev": 3.670,
  "lumo_ev": -1.3,
  "species": ["C", "O", "C", "N", "H", "H", "H", "H", "H", "H", "H", "H", "C", "S", "H", "H", "H"],
  "coordinates": [[-1.64443, -0.41708, 0.67593], [-2.46163, -1.52731, 1.06747], [-1.51286, -0.46485, -0.83940], [-0.95103, 0.81011, -1.34246], [-0.63227, -0.48091, 1.09790], [-2.10024, 0.51223, 1.04230], [-2.29280, -1.65850, 2.00263], [-0.85149, -1.32272, -0.99668], [-2.48872, -0.67499, -1.29578], [0.65041, 1.04903, 0.48594], [-1.02004, 0.83978, -2.35236], [0.07122, 0.72100, -1.20847], [3.17765, 0.63481, 0.37212], [1.84360, -0.47169, -0.19264], [3.09892, 1.54427, -0.22912], [2.98086, 0.79474, 1.43035], [4.13286, 0.11207, 0.28225]],
  "atomic_forces_ev_per_a": [[-0.44, 0.08, 0.08], [0.45, 0.18, 0.03], [0.02, 0.26, 0.32], [0.96, -0.69, 0.04], [-0.34, -0.15, 0.14], [0.05, 0.04, -0.32], [-0.16, -0.20, 0.11], [-0.12, -0.09, -0.53], [0.24, 0.13, 0.14], [2.02, -3.01, -1.25], [-0.40, 0.06, -0.12], [-0.93, 0.35, -0.21], [-0.13, -0.49, 0.02], [-1.92, 3.10, 1.57], [0.49, -0.16, 0.35], [0.28, 0.33, -0.14], [-0.05, 0.25, -0.23]],
  "nbo_charge": [-0.076, -0.723, -0.245, -0.847, 0.167, 0.162, 0.466, 0.172, 0.204, 0.116, 0.358, 0.368, -0.740, -0.041, 0.220, 0.217, 0.223]
}


# 6
{
  "formula": "C3H11NOS",
  "method": "ωB97M-V with the def2-TZVPD basis set",
  "gap_ev": [9.57, 4.48],
  "total_energy_ev": -17651.6708,
  "spin_multiplicity": 2,
  "total_charge": 1,
  "e_above_lowest_ev": 1.933,
  "lumo_ev": [-3.7, -8.8],
  "species": ["C", "C", "C", "S", "N", "H", "H", "H", "H", "H", "H", "H", "H", "H", "H", "H", "O"],
  "coordinates": [[-0.43728, -0.64021, 1.52661], [0.44504, -1.55862, 0.80115], [1.22104, -0.95149, -0.54695], [2.99030, -1.08707, -0.62077], [-0.09456, -2.74866, 0.36431], [-0.02455, 0.33516, 1.57755], [-0.50958, -0.78226, 2.57337], [-1.51482, -0.57477, 0.98622], [1.34232, -1.81366, 1.60061], [0.96554, -1.46940, -1.52694], [1.01941, 0.14687, -0.66768], [2.98361, -1.54614, -1.89364], [-0.96984, -2.67724, -0.25935], [-0.25519, -3.34205, 1.23210], [-2.14292, 5.58064, -1.39655], [-2.22648, 6.99110, -1.92870], [-2.79204, 6.13777, -1.82133]],
  "atomic_forces_ev_per_a": [[-3.32, 1.88, -1.92], [4.58, -0.40, 0.88], [-0.41, 0.19, -1.16], [-0.30, -0.11, 0.27], [-2.35, -2.06, 0.57], [0.41, 1.30, -0.64], [-0.51, -1.28, 0.95], [2.42, -0.06, 1.49], [-1.92, 0.37, -2.06], [-0.61, 0.69, 1.54], [-0.19, -0.74, 0.29], [0.40, -0.03, 0.27], [1.74, -0.09, 1.48], [0.08, 0.33, -1.97], [0.10, -0.54, 0.25], [-1.76, -2.02, 0.12], [1.66, 2.57, -0.37]],
  "nbo_charge": [-0.643, -0.017, -0.618, 0.521, -0.717, 0.235, 0.257, 0.226, 0.218, 0.270, 0.302, 0.154, 0.398, 0.413, 0.457, 0.470, -0.927]
}


> Which formula does entry 3 have?

C3H11NOS